Record 1
85
Properties=species:S:1:pos:R:3:mulliken_spin:R:1 method="wB97M-V/def2-TZVPD" charge=+1 s2=6.02 fmax_ev_per_a=2.5 homo_ev="-9.65 / -10.79" spin_multiplicity=5 homo_lumo_gap_ev="6.83 / 6.37"
Ru -0.69 -0.72 -0.68 2.4420
C -3.30 -1.74 3.82 0.0038
N -3.13 -0.40 3.23 0.0154
C -3.59 0.77 3.83 -0.0032
C -3.19 1.83 3.10 0.0116
N -2.43 1.28 2.01 0.0059
C -2.41 -0.06 2.14 0.0434
S -1.61 -1.32 1.32 0.0669
C -2.02 2.04 0.93 0.0052
C -2.06 3.42 1.00 0.0071
C -1.79 4.16 -0.16 0.0096
C -1.68 3.50 -1.39 -0.0027
C -1.70 2.11 -1.37 0.0341
N -1.86 1.37 -0.23 0.0447
H -4.27 -1.69 4.32 0.0014
H -2.53 -1.99 4.52 0.0002
H -3.37 -2.43 3.00 0.0007
H -4.09 0.73 4.79 0.0008
H -3.38 2.88 3.20 0.0017
H -2.28 3.94 1.93 0.0008
H -1.84 5.26 -0.16 0.0002
H -1.46 3.99 -2.33 -0.0002
H -1.59 1.53 -2.30 -0.0106
S 0.69 -0.43 -2.49 0.2713
C 0.31 1.00 -3.49 0.0243
C 1.18 2.06 -3.39 -0.0012
C 1.06 3.12 -4.23 0.0034
C 0.11 3.20 -5.21 0.0014
C -0.76 2.12 -5.32 0.0064
C -0.70 1.03 -4.45 0.0001
H 1.97 2.00 -2.67 -0.0033
H 1.75 3.95 -4.11 -0.0002
H 0.07 4.08 -5.85 0.0001
H -1.51 2.13 -6.10 0.0000
H -1.37 0.19 -4.58 -0.0023
C 3.72 -4.08 1.30 0.0182
C 3.40 -3.57 0.07 -0.0114
C 2.70 -2.34 -0.03 0.0487
C 2.36 -1.66 1.13 0.0142
C 2.79 -2.17 2.39 0.0177
C 3.40 -3.38 2.47 -0.0064
Ge 1.51 0.07 1.00 0.3135
C 1.11 0.74 2.78 0.0363
C 0.51 -0.16 3.69 -0.0008
C 0.21 0.24 5.01 -0.0121
C 0.63 1.50 5.43 0.0205
C 1.24 2.41 4.56 -0.0126
C 1.50 2.01 3.24 0.0213
C 2.59 1.31 0.00 0.0162
C 2.28 2.67 -0.02 0.0713
C 3.13 3.53 -0.65 -0.0067
C 4.31 3.07 -1.24 0.0205
C 4.59 1.72 -1.22 -0.0043
C 3.72 0.81 -0.67 0.0683
H 4.09 -5.06 1.37 0.0005
H 3.62 -4.17 -0.80 -0.0005
H 2.46 -1.90 -0.96 0.0137
H 2.39 -1.70 3.23 0.0064
H 3.62 -3.88 3.41 0.0011
H 0.27 -1.17 3.39 0.0013
H -0.28 -0.47 5.67 0.0003
H 0.38 1.82 6.48 0.0008
H 1.55 3.42 4.93 0.0010
H 1.98 2.69 2.56 0.0039
H 1.31 3.03 0.36 0.0027
H 2.87 4.61 -0.64 0.0004
H 4.99 3.77 -1.72 0.0012
H 5.52 1.29 -1.64 0.0003
H 3.86 -0.23 -0.82 0.0100
C -3.15 -4.46 -1.36 0.0113
Si -1.90 -3.43 -2.29 -0.0312
C -0.23 -3.96 -1.65 0.0619
C -2.06 -3.84 -4.12 0.0116
C -2.18 -1.61 -1.88 0.2944
H -2.86 -5.57 -1.36 0.0008
H -4.12 -4.25 -1.80 0.0009
H -3.15 -4.17 -0.29 0.0014
H -0.06 -5.04 -1.64 0.0093
H -0.11 -3.71 -0.56 -0.0031
H 0.58 -3.46 -2.16 -0.0046
H -2.11 -4.91 -4.35 0.0011
H -1.22 -3.47 -4.73 -0.0001
H -2.97 -3.41 -4.48 0.0023
H -3.07 -1.46 -1.26 0.0052
H -2.26 -0.95 -2.76 0.0037

Record 2
108
Properties=species:S:1:pos:R:3:lowdin_charge:R:1 method="wB97M-V/def2-TZVPD" smiles="O=C1C=C(O)C(=O)C=C1O.O=C1C=C(O)C(=O)C=C1O.O=C1C=C(O)C(=O)C=C1O.O=C1C=C(O)C(=O)C=C1O.O=C1C=C(O)C(=O)C=C1O.C[N+](=O)[O-].C[N+](=O)[O-].C[N+](=O)[O-].COC[C@H](C)N" fmax_ev_per_a=4.3 homo_ev=-9.65 spin_multiplicity=1 homo_lumo_gap_ev=7.42
C 4.26 0.80 2.16 0.0288
N 4.70 2.05 2.74 -0.4425
O 5.84 2.08 3.23 0.0532
O 3.87 2.92 2.91 0.0758
H 3.25 0.96 1.80 0.0710
H 4.36 0.04 2.93 0.1121
H 4.79 0.49 1.26 0.1033
C -1.94 -4.83 -1.29 0.0325
N -1.43 -5.81 -0.31 -0.4164
O -0.63 -6.65 -0.72 0.0518
O -1.78 -5.69 0.87 0.0383
H -1.33 -4.94 -2.18 0.1007
H -2.01 -3.80 -0.96 0.0864
H -2.92 -5.20 -1.57 0.0967
C 0.34 -6.09 3.55 0.0390
N 0.93 -5.76 4.88 -0.4152
O 2.17 -5.80 4.98 0.0464
O 0.12 -5.55 5.75 0.0855
H -0.69 -6.43 3.53 0.1006
H 0.98 -6.89 3.15 0.0818
H 0.43 -5.19 2.94 0.0842
C -7.43 -3.09 0.32 -0.0600
C -6.17 -2.60 -0.41 -0.4303
C -4.97 -2.31 0.42 -0.1771
O -5.32 -1.40 1.50 -0.2055
C -5.40 -0.01 1.31 -0.1035
N -5.82 -3.63 -1.43 0.0280
H -8.34 -2.96 -0.26 0.0734
H -7.71 -2.40 1.12 0.0698
H -7.39 -4.10 0.71 0.0798
H -6.42 -1.70 -0.97 0.1317
H -4.26 -1.73 -0.17 0.1132
H -4.50 -3.22 0.78 0.1280
H -4.43 0.42 1.08 0.0632
H -5.68 0.47 2.25 0.0935
H -6.10 0.16 0.50 0.0861
H -5.68 -4.47 -0.88 0.0552
H -6.51 -3.84 -2.14 0.0679
C 4.98 3.75 -3.55 0.0736
C 3.80 4.08 -4.07 -0.2038
C 2.61 3.24 -3.80 -0.3236
O 1.49 3.46 -4.19 0.1382
C 2.86 1.96 -3.13 0.0960
C 4.07 1.74 -2.60 -0.1921
C 5.22 2.61 -2.67 -0.3055
O 6.35 2.45 -2.19 0.1146
O 4.36 0.55 -1.91 0.0592
O 3.70 5.12 -4.96 0.0934
H 5.85 4.27 -3.92 0.1426
H 2.08 1.21 -3.08 0.1422
H 5.31 0.50 -1.78 0.0954
H 2.85 5.14 -5.40 0.1082
C 5.38 -5.69 2.91 0.0908
C 4.50 -4.84 2.43 -0.2703
C 3.20 -5.28 1.89 -0.2689
O 2.19 -4.67 1.49 0.0496
C 3.07 -6.70 1.79 0.0320
C 3.97 -7.57 2.25 -0.2147
C 5.18 -7.12 2.87 -0.3144
O 6.03 -7.89 3.32 0.1404
O 3.80 -8.90 2.06 0.1199
O 4.68 -3.55 2.45 0.1363
H 6.33 -5.35 3.29 0.1484
H 2.15 -6.96 1.29 0.1348
H 3.05 -9.15 1.51 0.1247
H 3.82 -3.12 2.47 0.1095
C 1.80 6.57 -1.39 0.0956
C 2.31 7.74 -1.92 -0.1823
C 2.11 8.17 -3.33 -0.2914
O 2.81 8.97 -3.99 0.1030
C 1.10 7.38 -4.00 0.0540
C 0.45 6.36 -3.44 -0.2004
C 0.81 5.81 -2.12 -0.3164
O 0.35 4.79 -1.63 0.0725
O -0.58 5.66 -4.05 0.0885
O 3.17 8.50 -1.20 0.1048
H 1.97 6.48 -0.32 0.1389
H 0.79 7.61 -5.01 0.1432
H -1.01 5.01 -3.49 0.0793
H 3.50 9.27 -1.67 0.1162
C -4.70 4.27 -1.00 0.0773
C -5.40 4.00 0.10 -0.2053
C -4.82 3.82 1.47 -0.3303
O -5.56 3.70 2.45 0.1100
C -3.41 4.04 1.50 0.0653
C -2.68 4.44 0.40 -0.1369
C -3.25 4.64 -1.00 -0.2713
O -2.62 5.07 -1.94 0.1178
O -1.31 4.64 0.58 0.0526
O -6.76 3.82 0.00 0.0789
H -5.23 4.35 -1.94 0.1316
H -2.90 3.83 2.43 0.1388
H -0.86 4.99 -0.20 0.0544
H -7.20 3.59 0.82 0.1069
C 1.40 0.18 0.25 0.0420
C 0.36 1.04 0.33 -0.2149
C -1.00 0.53 0.49 -0.2701
O -2.03 1.17 0.40 0.1211
C -1.01 -0.97 0.55 0.0867
C 0.03 -1.79 0.55 -0.2420
C 1.39 -1.22 0.47 -0.2943
O 2.44 -1.88 0.51 0.1007
O -0.04 -3.11 0.72 0.0934
O 0.60 2.33 0.07 0.1190
H 2.25 0.71 -0.16 0.1202
H -1.96 -1.45 0.70 0.1207
H 0.83 -3.50 0.81 0.0610
H -0.20 2.85 0.04 0.0774

Record 3
94
Properties=species:S:1:pos:R:3:mulliken_spin:R:1 method="wB97M-V/def2-TZVPD" charge=+2 s2=3.77 fmax_ev_per_a=0.8 homo_ev="-12.48 / -12.49" spin_multiplicity=4 homo_lumo_gap_ev="6.87 / 5.84"
Re 0.14 -1.70 -0.32 2.3148
O 2.23 -3.02 -3.56 0.0441
C 1.53 -2.93 -2.59 -0.0129
N 0.68 -1.88 -2.25 -0.0338
C 0.40 -0.87 -3.19 0.0066
O 0.87 -0.78 -4.29 0.0332
C -0.68 0.04 -2.68 0.0317
C -1.25 0.99 -3.51 -0.0161
C -2.27 1.77 -3.01 0.0043
C -2.69 1.57 -1.71 -0.0060
C -2.07 0.60 -0.94 0.0015
N -1.08 -0.16 -1.42 0.1215
C 1.40 -4.03 -1.58 0.0305
C 1.98 -5.27 -1.77 -0.0055
C 1.76 -6.25 -0.80 0.0184
C 0.99 -5.94 0.31 -0.0258
C 0.46 -4.67 0.44 0.0062
N 0.66 -3.73 -0.50 0.0205
H -0.87 1.08 -4.52 0.0000
H -2.74 2.52 -3.63 -0.0002
H -3.49 2.15 -1.28 0.0018
H -2.37 0.42 0.07 0.0096
H 2.57 -5.44 -2.66 0.0010
H 2.19 -7.23 -0.92 0.0000
H 0.81 -6.67 1.08 0.0003
H -0.10 -4.38 1.31 0.0239
O 0.04 -0.05 1.03 0.0884
S 0.31 0.64 2.38 0.0059
C -0.92 -0.03 3.53 -0.0016
C -2.30 -0.19 2.91 0.0026
C -3.11 -1.35 3.50 0.0025
C -2.65 -2.73 3.05 -0.0005
S -2.65 -3.15 1.29 0.0136
O -1.60 -2.19 0.66 0.1035
C -4.20 -2.53 0.70 0.0015
C -5.36 -2.77 1.43 0.0006
C -6.57 -2.33 0.91 0.0007
C -6.62 -1.67 -0.31 -0.0001
C -5.45 -1.47 -1.04 -0.0001
C -4.23 -1.91 -0.54 -0.0076
C -0.32 2.29 2.11 -0.0041
C -0.58 3.12 3.19 0.0010
C -0.98 4.42 2.96 0.0004
C -1.09 4.90 1.66 -0.0003
C -0.80 4.07 0.59 0.0006
C -0.40 2.75 0.80 -0.0037
H -0.93 0.64 4.39 0.0003
H -0.48 -0.97 3.85 -0.0006
H -2.16 -0.40 1.86 0.0040
H -2.86 0.74 2.99 -0.0003
H -4.17 -1.20 3.27 0.0003
H -3.03 -1.35 4.59 0.0001
H -3.26 -3.53 3.49 -0.0011
H -1.61 -2.94 3.32 0.0024
H -5.34 -3.30 2.37 0.0000
H -7.48 -2.50 1.47 0.0000
H -7.56 -1.33 -0.70 0.0000
H -5.49 -0.99 -2.01 0.0000
H -3.33 -1.78 -1.12 0.0061
H -0.46 2.78 4.21 0.0000
H -1.20 5.07 3.79 0.0001
H -1.40 5.92 1.48 0.0000
H -0.86 4.44 -0.43 0.0001
H -0.12 2.12 -0.02 -0.0053
N 4.10 -0.79 0.54 0.0108
C 2.94 -1.38 0.84 0.0423
O 2.15 -1.61 -0.17 0.0475
C 2.62 -1.76 2.15 0.0301
C 3.41 -1.32 3.24 -0.0042
N 4.04 -0.92 4.12 0.0035
C 1.46 -2.50 2.37 0.0044
N 0.48 -3.09 2.57 0.0467
H 4.25 -0.50 -0.42 0.0023
H 4.85 -0.76 1.20 -0.0007
C 2.99 2.19 -4.23 0.0007
N 3.53 2.93 -3.10 -0.0001
C 4.73 3.70 -3.41 0.0000
C 3.13 2.66 -1.85 -0.0006
S 2.24 1.25 -1.52 0.0377
N 3.46 3.53 -0.86 0.0006
C 3.49 4.97 -1.05 0.0000
C 3.52 3.12 0.53 0.0002
H 3.12 2.80 -5.12 0.0000
H 1.93 1.99 -4.08 -0.0007
H 3.51 1.24 -4.36 -0.0001
H 5.32 3.13 -4.13 0.0000
H 5.34 3.85 -2.52 0.0000
H 4.49 4.67 -3.85 0.0000
H 3.15 5.24 -2.04 0.0000
H 4.49 5.39 -0.88 0.0000
H 2.81 5.42 -0.32 0.0000
H 3.49 2.04 0.60 0.0003
H 2.68 3.55 1.09 0.0000
H 4.44 3.49 0.97 0.0000

Record 4
82
Properties=species:S:1:pos:R:3:mulliken_spin:R:1 method="wB97M-V/def2-TZVPD" s2=2.01 fmax_ev_per_a=2.0 homo_ev="-5.67 / -7.07" spin_multiplicity=3 homo_lumo_gap_ev="5.88 / 7.27"
Ti 0.82 -1.11 0.05 1.6018
C -2.79 -0.13 5.21 0.0002
C -3.63 0.38 4.29 0.0014
C -3.77 1.81 3.88 0.0006
C -2.69 2.29 2.88 0.0012
C -1.25 2.07 3.26 0.0047
C -0.76 2.14 4.50 0.0018
C -1.53 2.09 5.79 0.0000
C -1.99 0.66 6.21 0.0001
C 2.87 -0.64 0.14 -0.0131
H -2.65 -1.21 5.32 -0.0007
H -4.24 -0.33 3.71 -0.0008
H -3.85 2.53 4.70 0.0000
H -4.73 1.87 3.35 -0.0001
H -2.87 1.84 1.90 -0.0009
H -2.86 3.38 2.75 0.0002
H -0.56 2.02 2.42 -0.0014
H 0.31 2.29 4.66 -0.0003
H -2.40 2.78 5.81 0.0000
H -0.84 2.44 6.58 0.0000
H -1.07 0.11 6.47 0.0000
H -2.57 0.74 7.16 0.0000
H 3.48 -1.18 0.90 0.0093
H 2.75 0.43 0.42 -0.0201
H 3.30 -0.72 -0.88 -0.0002
P -0.35 -1.55 -1.92 0.3233
P 1.57 0.66 -1.98 0.0091
C -1.00 0.03 -2.50 -0.0061
C -0.09 1.02 -2.62 -0.0037
C -0.42 -2.80 -3.16 -0.0770
C -1.56 -2.78 -3.98 -0.0040
C -1.63 -3.68 -5.04 0.0044
C -0.59 -4.59 -5.25 -0.0020
C 0.53 -4.63 -4.40 0.0235
C 0.63 -3.73 -3.35 0.0216
C -1.42 -2.02 -0.50 0.0514
C -1.67 -0.95 0.41 -0.0262
C -2.23 -1.27 1.67 -0.0107
C -2.68 -2.56 1.92 0.0222
C -2.45 -3.60 1.00 0.0078
C -1.81 -3.35 -0.20 0.0310
C 2.47 0.78 -3.63 -0.0001
C 2.19 -0.17 -4.64 0.0123
C 2.56 0.07 -5.97 0.0048
C 3.29 1.21 -6.32 -0.0010
C 3.67 2.10 -5.32 0.0009
C 3.29 1.87 -3.98 -0.0030
C 2.07 2.27 -1.22 0.0015
C 3.39 2.50 -0.77 -0.0002
C 3.69 3.65 -0.04 0.0028
C 2.70 4.62 0.19 0.0031
C 1.40 4.42 -0.31 0.0021
C 1.09 3.23 -0.98 0.0053
H -2.07 0.14 -2.67 0.0013
H -0.27 1.95 -3.18 0.0016
H -2.36 -2.08 -3.76 -0.0020
H -2.50 -3.66 -5.71 0.0003
H -0.64 -5.29 -6.10 -0.0007
H 1.33 -5.37 -4.57 0.0009
H 1.49 -3.74 -2.67 0.0157
H -1.61 0.10 0.08 0.0222
H -2.40 -0.47 2.41 0.0184
H -3.24 -2.75 2.85 -0.0007
H -2.82 -4.60 1.24 0.0019
H -1.60 -4.14 -0.94 -0.0002
H 1.64 -1.09 -4.38 -0.0035
H 2.27 -0.64 -6.75 0.0001
H 3.58 1.39 -7.35 -0.0001
H 4.26 2.99 -5.56 -0.0001
H 3.61 2.58 -3.22 -0.0009
H 4.19 1.78 -0.97 0.0011
H 4.70 3.79 0.37 0.0001
H 2.92 5.51 0.76 0.0003
H 0.63 5.16 -0.17 0.0001
H 0.07 3.05 -1.34 -0.0004
C 0.79 -1.83 3.96 0.0016
C 0.85 -1.51 2.50 0.0163
O 0.77 -0.31 2.02 0.0028
O 0.94 -2.47 1.65 -0.0539
H 0.84 -0.88 4.51 -0.0011
H 1.63 -2.47 4.25 0.0014
H -0.13 -2.42 4.15 0.0009

Record 5
86
Properties=species:S:1:pos:R:3:lowdin_charge:R:1 method="wB97M-V/def2-TZVPD" charge=+2 fmax_ev_per_a=2.0 homo_ev=-13.60 spin_multiplicity=1 homo_lumo_gap_ev=6.49
W 0.04 0.95 0.50 1.1763
C -2.17 -1.42 -1.27 -0.4288
C -1.50 -2.30 -0.23 -0.4588
S -1.14 -1.55 1.35 0.9475
C -2.69 -1.20 2.15 -0.4491
C -3.52 -0.09 1.53 -0.4307
S -2.55 1.38 1.13 0.8677
C -3.28 1.94 -0.41 -0.4840
C -2.75 1.30 -1.71 -0.4711
S -1.36 0.18 -1.56 0.8789
H -3.20 -1.22 -1.01 0.0761
H -2.16 -1.93 -2.23 0.1046
H -0.52 -2.64 -0.59 0.0773
H -2.10 -3.20 -0.09 0.1093
H -2.40 -0.93 3.17 0.0735
H -3.29 -2.11 2.23 0.1088
H -4.29 0.23 2.24 0.1035
H -4.04 -0.42 0.63 0.0778
H -3.12 3.01 -0.43 0.0738
H -4.36 1.80 -0.32 0.1021
H -2.41 2.09 -2.38 0.0846
H -3.52 0.76 -2.24 0.0998
C 5.12 -1.19 4.07 0.0431
C 3.73 -1.57 3.62 -0.5460
C 3.31 -2.98 4.01 0.0409
O 3.64 -1.38 2.21 -0.0040
C 2.31 -1.11 1.87 -0.1521
C 1.71 -0.56 3.26 -0.1707
O 2.81 -0.60 4.13 -0.0417
C 0.90 0.75 3.56 -0.2543
O 0.15 0.93 2.30 -0.4151
C 1.59 2.05 3.91 -0.1761
C 2.55 2.06 4.92 -0.0049
C 3.13 3.26 5.32 -0.0410
C 2.74 4.45 4.73 -0.0614
C 1.75 4.45 3.76 -0.0593
C 1.17 3.25 3.35 -0.0511
C -0.19 0.48 4.59 -0.1524
C -0.05 -0.51 5.56 -0.0081
C -1.05 -0.73 6.50 -0.0438
C -2.20 0.04 6.48 -0.0594
C -2.34 1.05 5.53 -0.0594
C -1.34 1.27 4.60 -0.0431
C 2.36 -0.42 0.48 -0.3432
O 1.03 -0.51 -0.18 -0.4171
C 3.34 -1.13 -0.44 -0.1584
C 2.91 -2.11 -1.32 -0.0144
C 3.82 -2.74 -2.16 -0.0551
C 5.16 -2.38 -2.13 -0.0574
C 5.59 -1.39 -1.25 -0.0433
C 4.68 -0.77 -0.41 -0.0116
C 2.59 1.08 0.51 -0.2544
C 3.28 1.69 1.59 0.0094
C 3.83 2.94 1.44 -0.0140
C 3.73 3.60 0.21 0.0004
C 3.11 3.01 -0.87 -0.0645
C 2.56 1.75 -0.73 -0.1240
H 5.86 -1.78 3.52 0.1063
H 5.25 -1.39 5.13 0.1045
H 5.30 -0.14 3.87 0.0947
H 4.04 -3.70 3.63 0.1072
H 2.34 -3.24 3.60 0.0890
H 3.27 -3.07 5.09 0.1056
H 1.76 -2.05 1.68 0.1453
H 0.99 -1.35 3.53 0.1229
H 2.84 1.14 5.41 0.1218
H 3.87 3.25 6.10 0.1161
H 3.18 5.39 5.05 0.1142
H 1.42 5.38 3.32 0.1146
H 0.40 3.28 2.59 0.0852
H 0.85 -1.11 5.61 0.1197
H -0.92 -1.49 7.25 0.1164
H -2.98 -0.13 7.21 0.1146
H -3.22 1.67 5.53 0.1136
H -1.44 2.10 3.90 0.1040
H 1.87 -2.40 -1.36 0.1030
H 3.48 -3.51 -2.84 0.1118
H 5.87 -2.86 -2.79 0.1141
H 6.63 -1.10 -1.23 0.1149
H 5.03 0.00 0.27 0.1252
H 3.41 1.15 2.51 0.1157
H 4.35 3.41 2.27 0.1250
H 4.18 4.58 0.10 0.1274
H 3.07 3.52 -1.82 0.1248
H 2.16 1.23 -1.60 0.1322
S -0.17 2.89 -0.40 0.3787